DFT (ωB97M-V/def2-TZVPD) results for C44H34Cl2N2O7PSV as an isolated structure in a non-equilibrium geometry.

ΔE to the lowest compared entry with this formula, charge and spin in eV: 1.1068
LUMO (alpha / beta) in eV: -0.9 / -0.9
Molecular weight in g mol⁻¹: 887.65
HOMO energy (alpha / beta) in eV: -5.71 / -5.71
Frontier orbital gap (alpha / beta) in eV: 4.787 / 4.778
Spin multiplicity: 3

Positions of all 92 atoms, in Å:
V 0.34 -0.23 0.41
O -2.20 0.56 -0.76
N -1.31 -0.49 -0.82
C -1.88 -1.50 -1.36
C -1.32 -2.86 -1.60
C -2.23 -3.68 -2.28
C -1.88 -4.96 -2.69
C -0.61 -5.44 -2.43
C 0.29 -4.64 -1.74
C -0.05 -3.36 -1.31
P 1.21 -2.42 -0.37
C 1.72 -3.61 0.92
C 2.78 -4.50 0.78
C 3.12 -5.36 1.82
C 2.38 -5.35 3.00
C 1.30 -4.48 3.13
C 0.98 -3.62 2.10
C 2.59 -2.28 -1.54
C 2.33 -2.08 -2.90
C 3.38 -1.90 -3.79
C 4.69 -1.91 -3.33
C 4.96 -2.06 -1.98
C 3.91 -2.24 -1.09
H -1.63 1.37 -0.88
H -2.89 -1.33 -1.72
H -3.22 -3.30 -2.49
H -2.60 -5.57 -3.21
H -0.31 -6.42 -2.77
H 1.29 -5.02 -1.54
H 3.35 -4.54 -0.14
H 3.95 -6.04 1.71
H 2.65 -6.01 3.81
H 0.72 -4.48 4.05
H 0.14 -2.94 2.22
H 1.31 -2.03 -3.26
H 3.16 -1.73 -4.83
H 5.51 -1.77 -4.03
H 5.98 -2.04 -1.62
H 4.13 -2.32 -0.03
C -0.34 6.07 3.13
O -0.99 5.13 4.00
C -1.04 3.85 3.62
C -1.67 2.99 4.58
C -1.78 1.68 4.30
C -1.25 1.11 3.08
C -1.38 -0.25 2.81
C -2.26 -1.20 3.55
O -0.75 -0.78 1.83
C -0.62 2.00 2.13
O -0.18 1.61 0.99
C -0.54 3.37 2.43
H -0.32 7.01 3.67
H -0.89 6.18 2.20
H 0.68 5.75 2.92
H -2.05 3.42 5.50
H -2.25 1.03 5.03
H -2.84 -0.74 4.35
H -1.66 -2.01 3.97
H -2.95 -1.64 2.83
H -0.09 4.01 1.68
Cl 3.43 1.66 -2.91
C 3.74 1.28 -1.26
C 5.05 1.47 -0.75
C 5.36 1.17 0.53
Cl 7.00 1.37 1.11
C 4.37 0.67 1.42
C 4.57 0.33 2.77
C 3.54 -0.17 3.51
C 2.28 -0.34 2.90
N 2.06 -0.02 1.65
C 3.08 0.49 0.89
C 2.75 0.79 -0.47
O 1.51 0.50 -0.88
H 5.82 1.84 -1.42
H 5.55 0.46 3.21
H 3.67 -0.45 4.55
H 1.44 -0.74 3.46
O -5.34 5.52 -5.87
C -5.13 5.38 -4.53
O -5.86 5.96 -3.77
C -3.99 4.52 -4.14
C -3.40 3.57 -4.98
C -2.33 2.80 -4.56
C -1.76 2.94 -3.28
S -0.37 2.02 -2.75
C -2.38 3.90 -2.44
C -3.46 4.65 -2.85
H -4.62 5.08 -6.34
H -3.80 3.39 -5.97
H -1.91 2.06 -5.23
H -1.98 4.03 -1.44
H -3.92 5.37 -2.18

***

DFT (ωB97M-V/def2-TZVPD) results for C44H34INO5SSbSeTl as an isolated structure in a non-equilibrium geometry.

LUMO in eV: 3.4
Total charge: -2
Molecular weight in g mol⁻¹: 1220.83
HOMO energy in eV: -2.40
Frontier orbital gap in eV: 5.755

Positions of all 89 atoms, in Å:
Tl -0.15 0.77 -0.05
O 2.69 0.11 0.55
C 2.96 -0.18 1.93
C 1.62 -0.16 2.82
O 1.80 -0.43 4.01
O 0.56 0.15 2.22
C 3.92 0.89 2.44
C 5.25 0.85 2.00
C 6.14 1.84 2.38
C 5.72 2.88 3.19
C 4.40 2.93 3.61
C 3.50 1.95 3.23
C 3.53 -1.57 2.05
C 4.23 -1.96 3.19
C 4.69 -3.26 3.32
C 4.46 -4.19 2.31
C 3.76 -3.81 1.18
C 3.29 -2.51 1.05
H 2.72 1.08 0.47
H 5.57 0.04 1.36
H 7.17 1.80 2.03
H 6.42 3.66 3.49
H 4.06 3.75 4.24
H 2.47 2.00 3.55
H 4.42 -1.24 3.97
H 5.24 -3.55 4.20
H 4.81 -5.21 2.42
H 3.57 -4.53 0.39
H 2.75 -2.19 0.18
Se 1.88 3.47 -0.52
C 1.23 5.04 0.31
C 2.11 6.06 0.69
C 1.60 7.21 1.27
N 0.31 7.44 1.48
C -0.52 6.46 1.11
C -0.12 5.26 0.56
H 3.17 5.94 0.53
H 2.28 8.00 1.59
H -1.58 6.66 1.28
H -0.85 4.50 0.33
S -0.66 -3.72 1.44
Sb -1.34 -2.83 -0.51
C -2.09 -4.57 -1.56
C -3.43 -4.72 -1.90
C -3.90 -5.93 -2.41
C -3.04 -7.00 -2.58
C -1.70 -6.86 -2.24
C -1.23 -5.66 -1.73
C 0.23 -2.40 -1.94
C 1.33 -3.24 -1.88
C 2.38 -3.10 -2.78
C 2.33 -2.10 -3.74
C 1.24 -1.25 -3.80
C 0.19 -1.40 -2.91
C -3.13 -1.70 -0.84
C -3.31 -0.79 -1.87
C -4.55 -0.21 -2.06
C -5.62 -0.55 -1.24
C -5.43 -1.45 -0.21
C -4.18 -2.02 0.00
H -4.12 -3.90 -1.76
H -4.95 -6.04 -2.66
H -3.41 -7.95 -2.95
H -1.02 -7.70 -2.35
H -0.19 -5.57 -1.44
H 1.38 -4.00 -1.11
H 3.23 -3.76 -2.71
H 3.15 -1.99 -4.44
H 1.20 -0.46 -4.54
H -0.65 -0.72 -2.98
H -2.49 -0.49 -2.51
H -4.68 0.54 -2.83
H -6.59 -0.10 -1.40
H -6.25 -1.71 0.45
H -4.03 -2.71 0.82
I -4.44 6.89 -2.97
C -4.20 5.19 -1.73
C -3.02 4.47 -1.81
C -2.86 3.35 -1.00
C -3.86 2.97 -0.11
C -5.03 3.71 -0.06
C -5.22 4.83 -0.87
C -3.70 1.75 0.83
O -4.63 1.58 1.64
O -2.68 1.04 0.65
H -2.23 4.77 -2.48
H -1.95 2.78 -1.05
H -5.80 3.41 0.64
H -6.14 5.39 -0.83

***

DFT (ωB97M-V/def2-TZVPD) results for C44H35Cl3IN4O2PPbS3 as an isolated structure.

ΔE to the lowest compared entry with this formula, charge and spin in eV: 0.5837
LUMO in eV: -0.2
Molecular weight in g mol⁻¹: 1219.43
HOMO energy in eV: -7.24
Frontier orbital gap in eV: 7.055

Positions of all 94 atoms, in Å:
Pb -1.30 -0.08 1.16
C -5.56 -3.14 3.48
S -4.51 -2.20 4.59
C -3.64 -1.12 3.52
S -3.90 -1.15 1.82
N -2.87 -0.34 4.26
N -2.01 0.44 3.56
C -1.41 1.34 4.24
C -0.41 2.23 3.61
C 0.37 3.06 4.41
C 1.32 3.87 3.80
C 1.47 3.82 2.42
C 0.65 2.96 1.71
N -0.27 2.20 2.29
H -6.19 -3.74 4.13
H -6.18 -2.48 2.88
H -4.97 -3.79 2.84
H -1.62 1.44 5.30
H 0.23 3.07 5.48
H 1.95 4.52 4.40
H 2.21 4.42 1.91
H 0.73 2.88 0.63
I -3.22 2.44 -0.25
C -2.01 3.49 -1.59
C -1.82 4.79 -1.24
C -1.25 5.72 -2.14
C -0.94 5.31 -3.40
C -1.11 3.96 -3.79
C -0.83 3.59 -5.13
C -0.97 2.31 -5.55
C -1.28 1.31 -4.61
C -1.54 1.60 -3.29
P -1.52 0.19 -2.10
C -3.05 -0.72 -2.47
C -4.11 -0.09 -3.13
C -5.33 -0.74 -3.28
C -5.51 -2.02 -2.78
C -4.47 -2.64 -2.11
C -3.25 -2.00 -1.95
C -0.14 -0.82 -2.76
C 1.14 -0.37 -2.45
C 2.26 -1.10 -2.82
C 2.12 -2.30 -3.49
C 0.85 -2.76 -3.81
C -0.28 -2.03 -3.45
C -1.56 2.97 -2.86
H -2.17 5.14 -0.28
H -1.10 6.75 -1.84
H -0.56 6.01 -4.13
H -0.52 4.37 -5.82
H -0.78 2.04 -6.58
H -1.26 0.27 -4.92
H -3.99 0.91 -3.53
H -6.14 -0.24 -3.80
H -6.46 -2.52 -2.90
H -4.60 -3.64 -1.70
H -2.46 -2.49 -1.39
H 1.26 0.56 -1.91
H 3.25 -0.73 -2.58
H 2.99 -2.88 -3.77
H 0.72 -3.70 -4.33
H -1.26 -2.40 -3.69
N 1.32 -0.37 1.09
S 2.38 -0.61 2.22
C 3.36 -2.05 1.78
C 4.51 -2.34 2.51
C 5.27 -3.43 2.16
C 4.89 -4.23 1.09
C 3.73 -3.94 0.38
C 2.94 -2.85 0.74
C 3.68 0.62 2.12
C 4.35 0.84 0.92
C 5.27 1.87 0.85
C 5.53 2.66 1.97
C 4.86 2.43 3.16
C 3.92 1.40 3.24
H 1.67 -0.57 0.16
H 4.82 -1.70 3.33
H 6.17 -3.66 2.71
H 5.49 -5.09 0.81
H 3.42 -4.58 -0.44
H 2.01 -2.65 0.22
H 4.15 0.22 0.06
H 5.80 2.06 -0.08
H 6.25 3.46 1.91
H 5.06 3.04 4.03
H 3.38 1.22 4.16
Cl -2.76 -4.85 0.86
C -1.14 -4.49 1.53
Cl -1.10 -4.98 3.22
Cl 0.08 -5.41 0.62
C -0.89 -2.94 1.34
O -0.78 -2.56 0.17
O -0.87 -2.25 2.37

***

DFT (ωB97M-V/def2-TZVPD) results for C44H35ClMnN2O3PSe as an isolated structure in a non-equilibrium geometry.

ΔE to the lowest compared entry with this formula, charge and spin in eV: 1.4092
LUMO (alpha / beta) in eV: 1.3 / 1.3
Total charge: -1
Molecular weight in g mol⁻¹: 840.10
HOMO energy (alpha / beta) in eV: -3.31 / -3.23
Frontier orbital gap (alpha / beta) in eV: 4.651 / 4.510
Spin multiplicity: 2

Positions of all 88 atoms, in Å:
Mn 0.60 -0.56 0.13
Cl -4.81 -0.24 4.94
C -3.33 -0.39 4.03
C -2.31 -1.18 4.55
C -1.17 -1.37 3.79
C -1.02 -0.78 2.52
O 0.01 -1.06 1.80
C -2.04 0.12 2.05
C -1.92 0.85 0.85
N -0.89 0.79 0.01
C -0.86 1.54 -1.14
C -1.77 2.54 -1.53
C -1.63 3.19 -2.74
C -0.62 2.86 -3.63
C 0.32 1.89 -3.29
C 1.40 1.50 -4.12
C 2.32 0.58 -3.65
C 2.15 0.02 -2.40
N 1.12 0.32 -1.60
C 0.22 1.25 -2.02
C -3.21 0.27 2.83
H -2.40 -1.64 5.52
H -0.37 -1.99 4.14
H -2.74 1.53 0.63
H -2.58 2.84 -0.88
H -2.33 3.97 -3.00
H -0.55 3.37 -4.58
H 1.50 1.94 -5.10
H 3.17 0.30 -4.25
H 2.86 -0.70 -2.02
H -4.01 0.90 2.47
O 3.54 -3.32 -0.48
C 2.37 -2.97 -0.50
O 1.93 -1.89 -0.01
C 1.37 -3.92 -1.19
C 1.88 -5.17 -1.53
C 1.10 -6.11 -2.17
C -0.21 -5.82 -2.50
C -0.73 -4.59 -2.16
C 0.05 -3.62 -1.52
P -0.82 -2.08 -1.09
C -2.08 -2.75 0.03
C -1.57 -3.48 1.11
C -2.41 -3.91 2.11
C -3.76 -3.61 2.07
C -4.27 -2.90 1.00
C -3.44 -2.48 -0.03
C -1.57 -1.56 -2.64
C -0.93 -1.80 -3.86
C -1.33 -1.15 -5.00
C -2.37 -0.23 -4.96
C -2.99 0.05 -3.75
C -2.57 -0.58 -2.60
H 2.90 -5.38 -1.28
H 1.52 -7.08 -2.42
H -0.83 -6.55 -3.00
H -1.76 -4.34 -2.40
H -0.51 -3.69 1.16
H -2.01 -4.48 2.94
H -4.41 -3.91 2.88
H -5.33 -2.66 0.96
H -3.86 -1.95 -0.86
H -0.10 -2.50 -3.90
H -0.81 -1.33 -5.94
H -2.68 0.29 -5.86
H -3.77 0.79 -3.70
H -2.99 -0.29 -1.65
C 4.70 6.19 4.09
C 3.96 5.11 3.36
C 4.61 4.25 2.49
C 3.95 3.16 1.93
C 4.67 2.25 0.98
C 2.61 2.92 2.27
Se 1.84 1.18 1.95
C 1.91 3.86 3.03
C 0.44 3.75 3.29
C 2.60 4.94 3.57
H 5.76 6.18 3.82
H 4.62 6.04 5.16
H 4.29 7.17 3.86
H 5.65 4.40 2.26
H 5.71 2.54 0.86
H 4.18 2.29 0.00
H 4.62 1.22 1.32
H 0.00 2.94 2.71
H -0.06 4.69 3.01
H 0.24 3.57 4.34
H 2.07 5.64 4.20

***

DFT (ωB97M-V/def2-TZVPD) results for C44H35F2N6O5PS2Zr as an isolated structure in a non-equilibrium geometry.

ΔE to the lowest compared entry with this formula, charge and spin in eV: 1.5511
LUMO in eV: -0.8
Molecular weight in g mol⁻¹: 952.13
HOMO energy in eV: -7.80
Frontier orbital gap in eV: 7.020

Positions of all 96 atoms, in Å:
Zr 1.48 -0.19 -0.20
O 3.60 -1.43 -2.91
C 3.34 -1.07 -1.78
O 2.99 0.13 -1.44
C 3.30 -2.05 -0.56
O 3.62 -3.21 -0.64
O 2.80 -1.46 0.49
F 4.84 4.01 1.53
C 3.59 3.61 1.19
C 3.36 2.29 0.85
C 2.08 1.84 0.52
C 1.03 2.80 0.54
C 1.31 4.13 0.87
F 0.33 5.07 0.84
C 2.58 4.56 1.19
C -0.32 2.30 0.23
C -1.49 2.85 0.75
C -2.71 2.28 0.44
C -2.74 1.17 -0.39
C -1.54 0.68 -0.87
N -0.35 1.21 -0.57
H 4.20 1.60 0.85
H 2.79 5.59 1.41
H -1.46 3.71 1.41
H -3.62 2.69 0.84
H -3.66 0.70 -0.66
H -1.52 -0.17 -1.54
C 0.51 -3.57 1.37
C -0.38 -2.80 0.49
O 0.00 -1.75 -0.08
C -1.77 -3.26 0.31
C -2.42 -3.03 -0.90
C -3.71 -3.48 -1.10
C -4.37 -4.15 -0.08
C -3.74 -4.37 1.13
C -2.44 -3.93 1.33
H 1.56 -3.34 1.17
H 0.32 -4.63 1.34
H 0.33 -3.24 2.42
H -1.90 -2.51 -1.69
H -4.21 -3.31 -2.04
H -5.39 -4.49 -0.23
H -4.26 -4.88 1.93
H -1.96 -4.07 2.29
S 0.46 -2.50 4.50
P 0.63 -0.58 4.07
S 0.12 -0.02 2.19
C 2.28 0.07 4.54
C 3.22 0.45 3.60
C 4.42 0.98 4.02
C 4.69 1.10 5.38
C 3.77 0.67 6.32
C 2.55 0.16 5.90
C -0.48 0.43 5.11
C -1.45 -0.17 5.89
C -2.33 0.61 6.61
C -2.25 1.99 6.55
C -1.28 2.59 5.76
C -0.40 1.82 5.04
H 3.00 0.32 2.54
H 5.16 1.32 3.30
H 5.64 1.52 5.70
H 3.99 0.75 7.37
H 1.81 -0.16 6.62
H -1.50 -1.25 5.93
H -3.09 0.13 7.22
H -2.94 2.60 7.11
H -1.23 3.67 5.71
H 0.35 2.28 4.40
C 1.16 1.44 -3.43
C 0.92 -0.02 -3.49
N 0.72 -0.79 -2.44
C 0.64 -2.08 -2.91
C 0.76 -2.07 -4.26
N 0.94 -0.76 -4.62
C 1.04 -0.27 -5.97
N -0.22 -0.37 -6.67
N -0.25 -0.80 -7.94
N -1.41 -0.69 -8.42
C -2.24 -0.16 -7.47
C -3.59 0.18 -7.52
C -4.14 0.71 -6.38
C -3.38 0.88 -5.21
C -2.04 0.56 -5.14
C -1.47 0.05 -6.30
H 0.94 1.79 -2.41
H 0.55 2.00 -4.14
H 2.21 1.64 -3.62
H 0.51 -2.91 -2.25
H 0.75 -2.87 -4.98
H 1.76 -0.86 -6.55
H 1.37 0.77 -5.94
H -4.16 0.02 -8.42
H -5.18 1.01 -6.37
H -3.86 1.29 -4.33
H -1.49 0.68 -4.22

***

> What is the molecular weight in the fifth record?

952.13 g mol⁻¹